[1]
Computed, not measured: a cluster of 5 separate species, C37H52N in total at a distorted geometry, with ωB97M-V/def2-TZVPD.

Calculated values
Charge   +1
E_HOMO   -10.414 eV
LUMO   -4.25 eV
2S+1   1
Frontier orbital gap   6.16 eV

Each line ends with the Löwdin charge.
Positions of all 90 atoms, in Å:
C 4.39274 1.27545 2.11042  0.074
C 5.24091 1.15365 0.88238  -0.116
N 5.26565 2.17844 -0.26010  0.020
C 4.09817 1.84299 -1.16161  -0.175
C 3.96355 2.77517 -2.50351  -0.166
C 3.82273 4.38419 -2.22283  -0.215
C 2.35946 4.86463 -1.65611  -0.210
C 1.99470 4.34289 -0.14533  -0.215
C 0.77500 3.24339 -0.19072  -0.241
C -0.72035 3.88023 -0.41165  -0.199
C -1.71897 2.99681 -1.36515  -0.218
C -2.09217 1.50668 -0.79256  -0.218
C -0.90567 0.38526 -0.94254  -0.238
C -0.24350 0.03982 0.55154  -0.144
H 3.24163 1.54174 2.11313  0.091
H 4.91006 1.02458 3.15471  0.094
H 5.91493 0.17706 0.80086  0.153
H 6.15610 2.01844 -0.78019  0.187
H 5.19439 3.11733 0.19920  0.171
H 3.14138 1.79399 -0.48926  0.115
H 4.27799 0.72858 -1.55015  0.164
H 3.10942 2.36471 -3.22503  0.145
H 4.97672 2.62561 -3.11623  0.126
H 4.69528 4.83581 -1.54802  0.119
H 3.95825 4.91841 -3.28156  0.130
H 2.40079 6.05319 -1.59680  0.124
H 1.45802 4.60774 -2.38488  0.127
H 1.59783 5.27496 0.47815  0.127
H 2.93734 3.88075 0.42285  0.088
H 0.84103 2.59832 0.80554  0.098
H 1.02622 2.51024 -1.09563  0.095
H -1.16629 4.13118 0.66087  0.130
H -0.55901 4.93967 -0.93611  0.119
H -2.74892 3.59803 -1.41830  0.106
H -1.33469 2.96649 -2.49347  0.126
H -2.51974 1.52252 0.32086  0.123
H -3.00700 1.11841 -1.45430  0.110
H -0.02412 0.68207 -1.65260  0.088
H -1.34024 -0.65642 -1.33058  0.114
H -0.81569 0.67442 1.38320  0.084
H -0.29121 -1.11510 0.73641  0.063
H 0.88650 0.39115 0.62443  0.041
C 8.23963 2.40694 5.18883  -0.094
C 7.77379 1.50685 4.23091  -0.122
C 7.43153 0.20698 4.60237  -0.119
C 7.54591 -0.19016 5.93494  -0.089
C 8.00820 0.71114 6.89349  -0.082
C 8.35928 2.00824 6.52035  -0.083
H 8.50951 3.41888 4.89835  0.102
H 7.67818 1.81848 3.19378  0.082
H 7.07496 -0.49614 3.85457  0.092
H 7.27459 -1.20164 6.22546  0.105
H 8.09573 0.40198 7.93219  0.107
H 8.72463 2.70844 7.26642  0.106
C -6.90506 3.42097 -2.55091  -0.092
C -5.53758 3.15537 -2.61583  -0.106
C -4.84007 3.37136 -3.80395  -0.103
C -5.50888 3.86284 -4.92540  -0.095
C -6.87565 4.13199 -4.85931  -0.092
C -7.57501 3.90717 -3.67385  -0.091
H -7.44901 3.24928 -1.62576  0.102
H -5.01514 2.77891 -1.73992  0.081
H -3.77590 3.15796 -3.85618  0.086
H -4.96449 4.03587 -5.84997  0.100
H -7.39637 4.51654 -5.73288  0.103
H -8.64088 4.11174 -3.62435  0.103
C -2.30521 -4.04762 1.12113  -0.098
C -2.52638 -5.33934 0.64436  -0.092
C -1.85893 -6.41992 1.22026  -0.093
C -0.97687 -6.20958 2.28056  -0.092
C -0.75858 -4.91823 2.75977  -0.098
C -1.41902 -3.83657 2.17771  -0.108
H -2.82298 -3.20533 0.66980  0.097
H -3.21894 -5.50393 -0.17733  0.090
H -2.02639 -7.42550 0.84412  0.099
H -0.46034 -7.05212 2.73271  0.102
H -0.07239 -4.75468 3.58714  0.100
H -1.24453 -2.83006 2.54768  0.090
C -6.80521 -7.13992 -2.04041  -0.096
C -7.02638 -8.43164 -2.51718  -0.095
C -6.35893 -9.51223 -1.94128  -0.094
C -5.47687 -9.30189 -0.88098  -0.094
C -5.25858 -8.01053 -0.40177  -0.100
C -5.91902 -6.92888 -0.98383  -0.103
H -7.32298 -6.29763 -2.49174  0.100
H -7.71894 -8.59624 -3.33886  0.102
H -6.52639 -10.51781 -2.31742  0.101
H -4.96034 -10.14443 -0.42883  0.101
H -4.57239 -7.84699 0.42561  0.087
H -5.74453 -5.92237 -0.61386  0.093

[2]
Computed, not measured: a cluster of 3 separate species, C5H14NS in total at a distorted geometry, with ωB97M-V/def2-TZVPD.

Calculated values
Charge   +1
E_HOMO   -8.202 eV
LUMO   -5.96 eV
Energy above the lowest of the compared OMol25 structures with the same formula, charge and spin   132.74 kcal per mole
2S+1   1
Frontier orbital gap   2.24 eV

Each line ends with the natural charge from an NBO analysis.
Positions of all 21 atoms, in Å:
C 1.95222 2.77481 6.93075  -0.813
C -2.59023 -7.17826 -9.40570  -0.419
C 2.70668 7.08062 5.05622  -0.879
C 0.65478 5.03680 7.31358  -0.786
C -2.28977 -6.88407 -6.97228  0.129
N -2.60505 -6.37416 -8.16820  -0.377
S 0.97435 3.85253 6.13272  0.716
H 2.14727 2.54773 7.93647  0.225
H 2.45896 2.18419 6.15197  0.207
H -1.68996 -6.91786 -9.95735  0.259
H -2.66672 -8.13483 -8.96534  0.223
H -3.56770 -6.92404 -10.00285  0.263
H 2.48518 6.33335 4.22916  0.210
H 3.30561 7.92070 4.69589  0.220
H 1.69886 7.37013 5.49877  0.221
H 0.10452 5.80107 6.77473  0.218
H 3.30623 6.27083 5.62064  0.226
H 1.09603 4.97777 8.31579  0.236
H -2.47289 -6.33268 -6.03466  0.255
H -2.03997 -7.95635 -6.98140  0.230
H -2.96841 -5.44828 -8.16890  0.437

[3]
Computed, not measured: a structure of composition CH3P3 at a distorted geometry, with ωB97M-V/def2-TZVPD.

Calculated values
E_HOMO (alpha / beta)   -8.149 / -8.050 eV
LUMO (alpha / beta)   -1.93 / -1.92 eV
Energy above the lowest of the compared OMol25 structures with the same formula, charge and spin   39.03 kcal per mole
2S+1   1
Frontier orbital gap (alpha / beta)   6.22 / 6.13 eV

Each line ends with the natural charge from an NBO analysis.
Positions of all 7 atoms, in Å:
C 0.05103 0.45291 0.89677  -1.006
P -0.89779 -0.87214 1.39263  0.376
P -0.52797 -2.27950 -0.21059  -0.010
P 0.75979 -0.02691 -0.70739  0.362
H 0.15790 1.45770 1.36330  0.258
H 0.97922 1.26561 -1.25160  0.017
H -0.52218 0.00233 -1.48312  0.003

[4]
Computed, not measured: the molecule C6H9P at a distorted geometry, with ωB97M-V/def2-TZVPD.

Calculated values
E_HOMO   -8.134 eV
LUMO   0.55 eV
Energy above the lowest of the compared OMol25 structures with the same formula, charge and spin   79.94 kcal per mole
2S+1   1
SMILES string   C=PC1C(C)=C1C
Frontier orbital gap   8.68 eV

Each line ends with the natural charge from an NBO analysis.
Positions of all 16 atoms, in Å:
C 2.47222 -0.48898 -1.55456  -0.841
P 2.14249 -1.54353 -0.27142  0.665
C 0.36634 -1.28965 0.19140  -0.573
C -0.08878 -0.20082 1.07460  0.025
C 0.04030 0.49558 2.34465  -0.662
C -0.53237 -0.09836 -0.17387  0.043
C -1.36331 0.45540 -1.29683  -0.652
H 3.48594 -0.77078 -1.90012  0.209
H 2.12705 0.33042 -2.07965  0.204
H -0.03016 -2.27476 0.16686  0.186
H -0.74520 1.27139 2.59409  0.231
H 1.04905 1.08295 2.28380  0.240
H -0.06473 -0.31262 3.06248  0.230
H -1.96494 -0.36848 -1.68967  0.228
H -0.71738 0.81036 -2.12171  0.238
H -2.14398 1.23604 -0.81072  0.229

[5]
Computed, not measured: a cluster of 11 separate species, C33H66O15 in total at a distorted geometry, with ωB97M-V/def2-TZVPD.

Calculated values
E_HOMO   -9.008 eV
LUMO   0.25 eV
Energy above the lowest of the compared OMol25 structures with the same formula, charge and spin   1.47 kcal per mole
2S+1   1
SMILES string   COC(=O)OC.COC(=O)OC.CC(C)=O.CC(C)=O.CC(C)=O.CC(C)=O.CC(C)=O.CC(C)=O.CC(C)=O.CC(C)=O.CC(C)=O
Frontier orbital gap   9.26 eV

Each line ends with the Löwdin charge.
Positions of all 114 atoms, in Å:
C 7.50612 6.78555 -20.58014  -0.039
O 8.83986 7.14775 -20.24976  -0.034
C 9.07312 7.48552 -18.97452  -0.614
O 8.22923 7.62203 -18.13543  0.137
O 10.37870 7.68342 -18.82998  -0.003
C 10.81381 8.15598 -17.55203  -0.027
H 7.45043 6.75538 -21.66372  0.092
H 6.81524 7.54047 -20.19631  0.097
H 7.18352 5.84059 -20.14108  0.100
H 11.83596 8.50783 -17.68499  0.094
H 10.86447 7.31100 -16.86014  0.101
H 10.20610 8.93976 -17.10845  0.096
C 12.40341 13.45852 -20.76618  0.004
O 11.14049 13.45533 -20.05587  -0.013
C 10.77899 14.58595 -19.47551  -0.648
O 11.35536 15.63265 -19.52231  0.129
O 9.58296 14.51396 -18.89010  0.011
C 8.93573 13.27372 -18.69523  -0.054
H 12.61957 12.40772 -20.90090  0.068
H 13.21958 13.95069 -20.25377  0.077
H 12.16376 13.93088 -21.71692  0.111
H 8.34418 13.31218 -17.78372  0.094
H 9.63933 12.44540 -18.58039  0.091
H 8.28853 13.02425 -19.53819  0.098
C 16.65680 7.45855 -18.34483  -0.028
C 17.81560 6.47239 -18.36338  -0.501
C 18.73550 6.57920 -19.56042  -0.022
O 18.01906 5.73273 -17.43484  0.075
H 15.85892 6.97180 -18.91726  0.096
H 16.98808 8.37766 -18.83288  0.057
H 16.27957 7.66959 -17.34893  0.085
H 19.39739 7.44428 -19.53489  0.080
H 18.10364 6.61195 -20.44972  0.062
H 19.37762 5.70137 -19.64216  0.082
C 18.68442 14.61154 -18.47668  -0.016
C 17.30808 15.13784 -18.67375  -0.490
C 16.66635 15.85540 -17.51100  -0.013
O 16.73642 14.95434 -19.73122  0.042
H 18.72978 13.80452 -17.74102  0.086
H 19.38102 15.37395 -18.11143  0.093
H 19.09444 14.27180 -19.42687  0.078
H 16.55448 15.13860 -16.69509  0.076
H 15.66188 16.19798 -17.75510  0.086
H 17.24995 16.72862 -17.21958  0.093
C 12.53810 14.81207 -16.51596  0.004
C 13.92462 14.23546 -16.54713  -0.504
C 14.41480 13.62048 -17.81618  -0.020
O 14.68134 14.33543 -15.62175  0.065
H 11.83992 13.98619 -16.69753  0.090
H 12.41083 15.49662 -17.35760  0.078
H 12.30679 15.28845 -15.57013  0.087
H 13.68704 12.93932 -18.26038  0.086
H 15.29168 13.03462 -17.53612  0.071
H 14.68552 14.35277 -18.57818  0.072
C 11.87713 6.71641 -24.44308  -0.018
C 12.10744 7.61637 -23.26506  -0.480
C 11.01308 7.65991 -22.22414  -0.017
O 13.11600 8.27102 -23.11398  0.059
H 12.61483 6.85864 -25.22696  0.079
H 10.88410 6.95000 -24.83903  0.087
H 11.82614 5.68537 -24.08943  0.090
H 11.30029 8.36001 -21.44182  0.078
H 10.95907 6.70724 -21.69213  0.090
H 10.04161 7.90293 -22.64558  0.087
C 12.11819 10.66731 -26.41816  -0.021
C 12.06847 11.17323 -25.00172  -0.504
C 13.37699 11.31825 -24.27343  -0.028
O 11.01687 11.46024 -24.48153  0.065
H 12.89462 11.16818 -26.99430  0.085
H 11.15310 10.81278 -26.90487  0.081
H 12.26375 9.58330 -26.42101  0.078
H 13.84456 12.28634 -24.45852  0.101
H 14.05946 10.51125 -24.51873  0.067
H 13.15134 11.28701 -23.21094  0.056
C 18.70907 9.36615 -15.95902  -0.019
C 17.43016 9.99103 -15.46184  -0.492
C 16.99362 11.29648 -16.09442  -0.012
O 16.78366 9.44575 -14.60446  0.070
H 19.57501 10.02906 -15.95399  0.082
H 18.59604 9.07279 -17.00615  0.058
H 18.89127 8.47978 -15.35356  0.086
H 16.04888 11.13371 -16.61372  0.066
H 17.74041 11.55392 -16.84668  0.045
H 16.96192 12.06771 -15.32695  0.093
C 21.08807 11.94425 -19.33670  -0.020
C 19.75172 11.29065 -19.72407  -0.458
C 19.52510 11.25518 -21.21878  -0.001
O 18.99523 10.92091 -18.86405  0.029
H 21.06803 12.18015 -18.27467  0.081
H 21.35565 12.83906 -19.89596  0.076
H 21.89135 11.22170 -19.51290  0.089
H 20.05517 10.38832 -21.62639  0.092
H 20.03910 12.12089 -21.62974  0.094
H 18.48428 11.17465 -21.51620  0.040
C 16.69403 11.74321 -19.97211  -0.001
C 15.50772 10.83362 -19.80315  -0.447
C 14.60794 10.62440 -20.98780  -0.035
O 15.33450 10.25613 -18.75501  0.054
H 17.38075 11.63267 -19.14001  0.049
H 16.44557 12.78364 -20.19997  0.087
H 17.22018 11.46413 -20.89533  0.049
H 13.66866 10.10809 -20.81271  0.102
H 15.16938 9.99650 -21.68911  -0.009
H 14.45533 11.55314 -21.53047  0.074
C 16.24766 8.65784 -22.34372  -0.002
C 16.90290 9.70409 -23.21157  -0.471
C 18.25840 9.41382 -23.80778  -0.023
O 16.34995 10.74336 -23.49163  0.069
H 15.40334 9.05755 -21.79842  0.011
H 16.95923 8.20264 -21.65580  0.079
H 15.93387 7.86597 -23.02971  0.109
H 18.17081 8.69225 -24.62414  0.092
H 18.98145 9.01656 -23.09599  0.067
H 18.66880 10.32328 -24.24195  0.088